Density functional theory data (the ωB97M-V functional and the def2-TZVPD basis) for a molecular structure, C32H33Cl2F4N8O2V.

```
82
Properties=species:S:1:pos:R:3:mulliken_spin:R:1
V 0.568 -0.502 0.185 2.104
Cl -0.652 -7.230 -0.085 0.000
C -0.135 -5.674 0.499 0.004
C 0.050 -4.650 -0.419 -0.025
C 0.454 -3.398 0.026 0.057
N 0.660 -2.270 -0.766 -0.069
C 1.089 -2.326 -2.059 0.107
O 0.944 -3.256 -2.863 0.102
C 1.822 -1.093 -2.384 0.268
C 2.341 -0.853 -3.653 -0.139
C 3.131 0.252 -3.880 0.243
C 3.423 1.100 -2.778 -0.011
C 2.857 0.836 -1.564 0.065
N 2.011 -0.204 -1.330 0.161
C 0.693 -3.172 1.397 0.017
C 0.503 -4.207 2.304 0.000
C 0.087 -5.451 1.852 -0.004
Cl -0.148 -6.719 3.022 0.000
N 1.077 -1.850 1.682 -0.073
C 1.493 -1.441 2.879 0.006
O 1.661 -2.073 3.925 0.010
C 1.812 0.041 2.867 0.039
C 2.322 0.642 4.008 -0.011
C 2.629 1.988 3.978 0.011
C 2.438 2.688 2.792 -0.006
C 1.923 2.012 1.704 0.044
N 1.595 0.718 1.730 -0.020
H -0.108 -4.814 -1.474 0.000
H 2.109 -1.574 -4.426 -0.003
H 3.543 0.453 -4.860 0.031
H 4.094 1.943 -2.880 0.003
H 3.067 1.477 -0.715 0.022
H 0.679 -4.042 3.355 0.001
H 2.449 0.018 4.882 0.000
H 3.010 2.489 4.859 0.001
H 2.668 3.741 2.710 0.000
H 1.765 2.537 0.771 0.002
C -3.363 0.378 -1.464 0.009
N -2.277 -0.539 -1.714 0.029
C -2.094 -0.766 -3.132 0.011
C -2.417 -1.783 -0.983 -0.004
C -2.349 -1.632 0.538 0.077
N -1.401 -0.601 0.995 -0.024
C -1.485 -0.325 2.335 0.025
C -1.277 0.992 2.806 -0.037
F -1.113 1.992 1.909 0.004
C -1.253 1.348 4.134 -0.003
F -1.022 2.640 4.451 0.000
C -1.480 0.429 5.135 0.002
C -1.741 -0.860 4.718 0.000
F -1.968 -1.810 5.640 0.000
C -1.752 -1.230 3.387 -0.003
F -1.962 -2.532 3.135 0.000
H -4.338 -0.013 -1.811 0.003
H -3.443 0.586 -0.395 -0.005
H -3.169 1.319 -1.986 0.001
H -2.992 -1.202 -3.607 -0.001
H -1.864 0.182 -3.622 -0.001
H -1.258 -1.449 -3.293 -0.005
H -3.374 -2.287 -1.221 0.001
H -1.623 -2.444 -1.323 -0.014
H -3.346 -1.364 0.915 0.006
H -2.137 -2.631 0.928 -0.002
H -1.452 0.696 6.181 0.000
C 0.259 3.269 -3.819 -0.002
C -0.094 3.210 -2.336 0.008
C 0.963 3.994 -1.539 -0.001
C -1.471 3.819 -2.093 -0.001
N -0.129 1.781 -2.012 0.013
N -0.270 1.460 -0.626 -0.021
H 0.288 4.304 -4.166 0.001
H -0.483 2.722 -4.402 -0.001
H 1.237 2.815 -3.997 0.004
H 1.027 5.018 -1.911 0.000
H 1.946 3.526 -1.645 -0.001
H 0.712 4.065 -0.477 -0.001
H -1.460 4.884 -2.332 0.000
H -1.772 3.712 -1.048 0.000
H -2.219 3.329 -2.718 0.000
H 0.732 1.348 -2.329 -0.014
H -1.246 1.260 -0.438 0.000
H 0.006 2.254 -0.058 0.012
```

Properties
Energy above the lowest of the compared OMol25 structures with the same formula, charge and spin, kJ/mol: 44.2
LUMO (spin up / spin down), eV: 2.208 / 2.198
Highest occupied orbital energy (spin up / spin down), eV: -2.8 / -4.6
Spin multiplicity: 4
Net charge: -1
Orbital gap (spin up / spin down), eV: 4.9661 / 6.8330

Density functional theory data (the ωB97M-V functional and the def2-TZVPD basis) for a molecular structure, C32H33Cl2FN6RuS at a distorted geometry.

```
76
Properties=species:S:1:pos:R:3:mulliken_spin:R:1
Ru -0.366 -0.004 0.666 2.229
C -4.133 0.867 2.721 0.005
C -3.100 0.512 1.772 -0.053
N -1.903 0.108 2.154 -0.006
N -1.583 0.114 3.433 0.092
C -0.548 -0.807 3.770 -0.127
N -0.042 -0.485 5.010 -0.002
S 1.023 -0.130 2.392 0.958
C -3.235 0.621 0.289 0.026
C -4.479 0.892 -0.322 -0.001
C -4.614 1.014 -1.688 0.000
C -3.512 0.797 -2.468 0.002
C -2.292 0.644 -1.871 0.011
N -2.137 0.467 -0.545 0.006
H -3.978 0.306 3.620 -0.002
H -5.129 0.721 2.287 0.000
H -4.114 1.931 2.990 0.000
H -0.475 0.300 5.456 -0.001
H 0.087 -1.336 5.494 0.005
H -5.326 1.273 0.289 -0.001
H -5.603 1.245 -2.107 0.000
H -3.588 0.923 -3.511 0.000
H -1.447 0.462 -2.485 -0.011
C 4.294 -1.280 -2.040 0.002
C 3.492 -0.963 -0.815 -0.003
C 4.190 -1.450 0.431 -0.005
C 3.263 0.507 -0.618 0.018
C 4.390 1.350 -0.542 0.003
C 4.264 2.715 -0.433 0.008
C 3.001 3.266 -0.194 -0.007
C 1.833 2.467 -0.303 -0.017
C 0.522 3.065 0.074 0.105
C 0.009 4.110 -0.912 0.010
C 0.642 3.688 1.497 -0.010
C 1.988 1.083 -0.474 -0.039
N 0.846 0.247 -0.748 0.237
C 0.771 -0.381 -2.004 -0.076
C 1.362 0.143 -3.147 0.054
C 1.263 -0.442 -4.349 -0.028
C 0.563 -1.621 -4.565 0.054
C -0.047 -2.207 -3.471 -0.033
C 0.047 -1.527 -2.233 0.073
F -0.590 -2.065 -1.199 0.019
H 4.349 -2.364 -2.308 0.000
H 5.308 -0.869 -2.018 -0.001
H 3.855 -0.724 -2.896 0.000
H 2.553 -1.452 -0.791 0.003
H 5.101 -0.951 0.564 0.001
H 4.418 -2.513 0.345 -0.001
H 3.507 -1.321 1.325 0.006
H 5.377 0.961 -0.704 -0.001
H 5.124 3.365 -0.376 0.001
H 2.943 4.331 -0.001 0.000
H -0.214 2.256 0.011 -0.038
H 0.770 4.818 -1.131 0.001
H -0.901 4.551 -0.481 -0.001
H -0.319 3.615 -1.872 0.000
H 1.399 4.438 1.532 0.000
H 0.933 2.892 2.255 0.006
H -0.283 4.195 1.776 -0.001
H 1.836 1.087 -2.966 -0.001
H 1.851 -0.071 -5.134 0.000
H 0.417 -2.137 -5.519 0.004
H -0.565 -3.157 -3.462 -0.001
Cl 1.136 -3.221 1.206 0.005
C -0.632 -3.344 1.384 -0.005
C -1.402 -4.115 0.536 0.001
C -2.719 -4.324 0.795 0.010
C -3.311 -3.716 1.888 -0.005
C -2.593 -2.905 2.743 0.071
Cl -3.290 -2.297 4.238 0.003
C -1.220 -2.729 2.466 -0.005
N -0.460 -2.086 3.440 0.450
H -0.888 -4.543 -0.325 0.001
H -3.339 -4.859 0.050 0.000
H -4.350 -3.948 2.132 0.000
```

Properties
Energy above the lowest of the compared OMol25 structures with the same formula, charge and spin, kJ/mol: 0.0
LUMO (spin up / spin down), eV: -0.167 / -1.468
Highest occupied orbital energy (spin up / spin down), eV: -7.3 / -7.1
Spin multiplicity: 5
Orbital gap (spin up / spin down), eV: 7.1121 / 5.6495

Density functional theory data (the ωB97M-V functional and the def2-TZVPD basis) for a molecular structure, C32H34AsF6NO3P2S2W at a distorted geometry.

```
82
Properties=species:S:1:pos:R:3:mulliken_spin:R:1
W -0.214 -0.199 0.092 0.875
O 0.459 0.022 2.156 -0.010
P 0.655 1.106 3.181 0.012
C 0.090 2.739 2.551 0.006
P 0.858 3.022 0.889 0.000
O 0.605 1.893 -0.056 0.028
C 0.116 4.568 0.319 0.000
C 0.139 5.706 1.118 0.000
C -0.488 6.860 0.685 0.000
C -1.134 6.881 -0.542 0.000
C -1.134 5.754 -1.348 0.001
C -0.503 4.597 -0.923 0.005
C 2.630 3.240 1.190 0.001
C 3.489 2.774 0.202 0.001
C 4.854 2.949 0.339 0.000
C 5.362 3.586 1.460 0.000
C 4.507 4.052 2.446 0.000
C 3.140 3.890 2.310 -0.001
C 2.415 1.177 3.608 0.000
C 2.853 1.729 4.806 0.000
C 4.196 1.658 5.133 0.000
C 5.093 1.044 4.274 0.000
C 4.654 0.511 3.072 0.000
C 3.314 0.570 2.739 -0.001
C -0.342 0.730 4.637 0.002
C -0.839 1.711 5.487 -0.001
C -1.602 1.339 6.579 0.000
C -1.858 -0.002 6.827 0.000
C -1.359 -0.979 5.978 0.000
C -0.602 -0.615 4.880 0.001
H 0.367 3.543 3.229 -0.001
H -1.002 2.722 2.452 0.001
H 0.652 5.698 2.069 0.000
H -0.480 7.743 1.308 0.000
H -1.634 7.781 -0.871 0.000
H -1.629 5.770 -2.306 0.000
H -0.485 3.714 -1.545 -0.001
H 3.064 2.280 -0.661 0.001
H 5.525 2.601 -0.432 0.000
H 6.426 3.733 1.561 0.000
H 4.907 4.547 3.317 0.000
H 2.482 4.266 3.078 0.000
H 2.146 2.194 5.479 0.000
H 4.545 2.070 6.068 0.000
H 6.135 0.971 4.544 0.000
H 5.356 0.036 2.405 0.000
H 2.945 0.153 1.812 0.006
H -0.648 2.757 5.290 0.000
H -2.007 2.098 7.232 0.000
H -2.460 -0.284 7.677 0.000
H -1.566 -2.022 6.164 0.000
H -0.220 -1.353 4.186 -0.001
N 3.688 -1.194 -1.334 0.000
C 2.444 -1.205 -0.855 -0.002
O 2.002 -0.260 -0.180 -0.023
C 1.563 -2.391 -1.103 0.000
C 0.416 -2.336 -0.085 -0.024
H 4.251 -0.363 -1.233 0.000
H 4.019 -1.943 -1.919 0.000
H 2.149 -3.317 -1.054 -0.003
H 1.153 -2.329 -2.122 0.000
H 0.778 -2.704 0.887 0.014
H -0.348 -3.047 -0.417 -0.004
C -4.650 1.422 -0.428 0.002
C -3.494 0.603 0.037 0.030
S -2.109 1.424 0.628 0.021
C -3.542 -0.773 0.135 0.027
C -4.750 -1.566 -0.226 0.003
S -2.204 -1.626 0.803 0.021
H -4.390 2.477 -0.426 0.000
H -5.499 1.276 0.240 0.002
H -4.949 1.128 -1.434 0.001
H -5.659 -1.034 0.042 0.001
H -4.718 -2.524 0.282 0.000
H -4.768 -1.757 -1.300 0.002
F -1.037 -0.836 -1.992 0.000
As -0.517 0.501 -3.251 0.007
F -2.044 0.346 -4.034 0.000
F -1.245 1.543 -2.048 0.003
F 0.008 1.811 -4.232 0.000
F 1.014 0.536 -2.343 0.000
F 0.196 -0.748 -4.231 0.000
```

Properties
Energy above the lowest of the compared OMol25 structures with the same formula, charge and spin, kJ/mol: 225.1
LUMO (spin up / spin down), eV: -4.143 / -4.159
Highest occupied orbital energy (spin up / spin down), eV: -9.8 / -9.7
Spin multiplicity: 2
Net charge: +1
Orbital gap (spin up / spin down), eV: 5.6672 / 5.5605

- Look up the energy above the lowest of the compared OMol25 structures with the same formula, charge and spin of the first one.
  44.2 kJ/mol